Molecular formula: C25H18CaCl7N2O4PS2
Method: DFT, ωB97M-V with the def2-TZVPD basis set

The calculation puts the total energy at -6410.873083 hartree. Its LUMO energy is 0.1466 Eh. Its charge is -2. Its gap between HOMO and LUMO is 5.3 eV. The spin multiplicity is 1. The calculation puts the energy above the lowest of the compared OMol25 structures with the same formula, charge and spin at 18.7 kcal/mol.

Last column: Mulliken charge in e.
Positions of all 60 atoms, in Å:
Ca (0.340, -0.263, -0.527)  0.748
Cl (3.389, 6.226, 1.696)  -0.321
Cl (-2.080, 3.957, 5.251)  -0.232
Cl (2.378, 3.749, -2.977)  -0.266
Cl (-1.668, -1.458, 2.187)  -0.098
Cl (-2.252, 3.900, 2.126)  -0.220
Cl (-1.655, -1.441, 5.322)  -0.229
Cl (-1.883, 1.283, 6.896)  -0.269
S (1.418, -1.371, -2.795)  -0.369
S (1.150, -2.732, 0.322)  -0.369
P (-2.112, -1.343, -2.279)  1.102
O (-2.019, -0.584, -3.707)  -0.460
O (1.021, 1.694, -1.199)  -0.512
O (-3.697, -1.010, -2.001)  -0.442
O (-2.292, -2.870, -2.758)  -0.488
N (1.008, 1.631, 1.444)  0.040
N (-2.132, 1.148, -0.291)  -0.357
C (-4.235, -1.667, -0.854)  -0.573
C (-1.161, -3.765, -2.681)  -0.516
C (3.439, -4.853, -3.038)  -0.499
C (-1.878, 0.041, 4.444)  0.720
C (1.567, 2.720, 0.840)  -0.105
C (-2.051, 2.435, 4.407)  0.488
C (-2.075, 1.170, 0.953)  -0.619
C (-2.123, 1.199, 2.277)  0.337
C (-1.921, 1.252, 5.160)  -0.175
C (-1.972, -0.005, 3.081)  -0.229
C (3.352, -5.397, -1.761)  -0.464
C (1.367, 2.682, 3.565)  -0.902
C (2.834, -3.635, -3.297)  -0.497
C (2.801, 4.794, -0.516)  -0.614
C (-1.318, 0.663, -3.755)  -0.450
C (1.950, 3.765, 2.977)  -0.828
C (2.259, 3.720, -1.239)  0.219
C (2.129, -2.915, -2.322)  0.303
C (2.034, -3.474, -1.024)  0.039
C (2.656, -4.705, -0.783)  -0.674
C (1.588, 2.668, -0.620)  -0.009
C (0.929, 1.618, 2.751)  -0.619
C (-2.155, 2.435, 3.045)  -0.223
C (2.087, 3.802, 1.570)  0.208
C (2.712, 4.850, 0.842)  0.637
H (3.818, -6.348, -1.527)  0.314
H (-3.093, 1.080, -0.644)  0.266
H (3.289, 5.594, -1.056)  0.419
H (2.899, -3.198, -4.287)  0.334
H (0.498, 0.733, 3.206)  0.894
H (-1.062, 0.841, -4.797)  0.282
H (-5.208, -1.222, -0.649)  0.249
H (1.232, 2.621, 4.637)  0.466
H (-1.948, 1.473, -3.382)  0.238
H (-0.481, -3.576, -3.508)  0.282
H (-0.622, -3.631, -1.742)  0.152
H (-0.391, 0.645, -3.181)  0.201
H (2.575, -5.115, 0.217)  0.340
H (-3.591, -1.532, 0.021)  0.145
H (2.310, 4.596, 3.569)  0.360
H (3.975, -5.370, -3.827)  0.316
H (-1.574, -4.771, -2.736)  0.261
H (-4.358, -2.735, -1.044)  0.268